# 1
Computed, not measured: a single C5H7NO molecule, with ωB97M-V with the def2-TZVPD basis set.

## Properties
**Charge**: 0
**SMILES**: O/C=C1\[C@H]2CCN12
**2S+1**: 1
**E_LUMO**: 0.9 eV
**HOMO**: -8.50 eV
**Largest force on an atom**: 0.0121 Eh/bohr

Cartesian coordinates (Å):
O: -0.252 -2.193 -1.795
C: 0.512 -1.117 -1.454
C: -0.052 -0.057 -0.905
C: -0.986 0.438 0.084
C: -0.340 0.292 1.471
C: 0.879 1.043 0.885
N: 0.199 1.241 -0.428
H: 1.566 -1.233 -1.685
H: -1.146 -1.818 -1.788
H: -2.022 0.716 -0.090
H: -0.178 -0.724 1.846
H: -0.855 0.880 2.234
H: 1.804 0.471 0.763
H: 1.097 2.003 1.356



# 2
Computed, not measured: a single C5H7NO molecule, with ωB97M-V with the def2-TZVPD basis set.

## Properties
**Charge**: 0
**2S+1**: 1
**E_LUMO**: 0.8 eV
**HOMO**: -8.52 eV
**Largest force on an atom**: 0.0166 Eh/bohr

Cartesian coordinates (Å):
C: 0.786 -0.794 2.006
C: 0.077 -0.082 0.860
C: 0.057 1.418 0.813
O: -0.197 1.686 -0.471
C: -0.211 0.538 -1.283
N: -0.527 0.785 -2.602
C: 0.080 -0.549 -0.568
H: 0.270 -1.732 2.233
H: 0.755 -0.169 2.905
H: 1.834 -1.029 1.792
H: -1.014 -0.203 1.012
H: -0.966 1.682 -2.757
H: -1.022 0.028 -3.050
H: 0.078 -1.580 -0.890



# 3
Computed, not measured: a single C5H7NO molecule, with ωB97M-V with the def2-TZVPD basis set.

## Properties
**Charge**: 0
**SMILES**: OCC#C[C@H]1CN1
**2S+1**: 1
**E_LUMO**: 0.9 eV
**HOMO**: -9.39 eV
**Largest force on an atom**: 0.0511 Eh/bohr

Cartesian coordinates (Å):
O: -0.407 2.226 -2.417
C: -0.631 0.831 -2.438
C: -0.555 0.225 -1.099
C: -0.483 -0.205 0.025
C: -0.419 -0.806 1.343
C: 0.762 -0.687 2.195
N: -0.614 -0.157 2.628
H: -1.022 2.611 -1.780
H: -1.597 0.583 -2.905
H: 0.152 0.407 -3.072
H: -0.824 -1.818 1.385
H: 1.484 0.047 1.818
H: 1.145 -1.508 2.769
H: 0.010 0.606 2.899



# 4
Computed, not measured: a single C5H7NO molecule, with ωB97M-V with the def2-TZVPD basis set.

## Properties
**Charge**: 0
**2S+1**: 1
**E_LUMO**: 0.1 eV
**HOMO**: -6.68 eV
**Largest force on an atom**: 0.1685 Eh/bohr

Cartesian coordinates (Å):
C: -0.845 0.508 0.481
C: -1.962 0.258 -0.154
C: 1.052 -1.083 0.809
C: -2.970 1.341 -0.283
C: 3.083 -1.400 -0.410
N: 0.123 -0.346 0.667
O: 2.163 -1.687 0.740
H: -0.464 1.397 0.905
H: -3.715 1.146 0.517
H: -3.476 1.161 -1.222
H: -2.770 2.432 -0.103
H: 4.027 -1.607 -0.033
H: 3.179 -0.341 -0.559
H: 2.575 -1.780 -1.354



# 5
Computed, not measured: a single C5H7NO molecule, with ωB97M-V with the def2-TZVPD basis set.

## Properties
**Charge**: 0
**SMILES**: C=COC(C)=C=N
**2S+1**: 1
**E_LUMO**: 0.1 eV
**HOMO**: -7.21 eV
**Largest force on an atom**: 0.0837 Eh/bohr

Cartesian coordinates (Å):
C: -0.499 -0.157 2.273
C: -0.113 -0.044 0.836
C: 1.111 0.145 0.402
C: -0.965 -0.287 -1.418
C: -0.076 0.138 -2.329
N: 2.240 0.484 0.304
O: -1.154 -0.095 -0.064
H: 2.559 0.509 -0.669
H: -1.915 -0.675 -1.784
H: -1.582 -0.274 2.382
H: -0.197 0.741 2.822
H: -0.023 -1.027 2.737
H: 0.906 0.520 -2.107
H: -0.293 0.022 -3.387



# 6
Computed, not measured: a single C5H7NO molecule, with ωB97M-V with the def2-TZVPD basis set.

## Properties
**Charge**: 0
**SMILES**: Cn1cccc1O
**2S+1**: 1
**E_LUMO**: 0.8 eV
**HOMO**: -7.65 eV
**Largest force on an atom**: 0.0052 Eh/bohr

Cartesian coordinates (Å):
C: 0.195 1.674 0.895
N: -0.085 0.494 0.107
C: -1.068 0.349 -0.854
C: -1.006 -0.928 -1.340
C: 0.053 -1.604 -0.658
C: 0.577 -0.691 0.222
O: 1.581 -0.749 1.137
H: 1.271 1.869 0.915
H: -0.159 1.561 1.926
H: -0.310 2.527 0.436
H: -1.715 1.181 -1.100
H: -1.641 -1.346 -2.110
H: 0.392 -2.622 -0.803
H: 1.873 -1.665 1.202



Table of energy above the lowest of the compared OMol25 structures with the same formula, charge and spin (eV), in record order: 3.738 3.283 4.708 6.910 4.680 0.635